i | {
  "formula": "C3H5F",
  "method": "wB97M-V/def2-TZVPD",
  "charge": 0,
  "smiles": "C=CCF",
  "homo_energy_ev": -10.2,
  "homo_lumo_gap_ev": 11.394,
  "species": ["C", "C", "C", "F", "H", "H", "H", "H", "H"],
  "coordinates": [[1.05, 0.71, -0.56], [0.08, -0.15, -0.69], [-0.76, -0.47, 0.67], [-0.31, 0.21, 1.84], [1.66, 1.01, -1.42], [1.12, 1.22, 0.29], [-0.28, -0.65, -1.49], [-0.71, -1.63, 0.68], [-1.84, -0.27, 0.68]]
}

---

ii | {
  "formula": "C3H5F",
  "method": "wB97M-V/def2-TZVPD",
  "charge": 0,
  "homo_energy_ev": -9.4,
  "homo_lumo_gap_ev": 9.803,
  "species": ["C", "C", "C", "F", "H", "H", "H", "H", "H"],
  "coordinates": [[0.24, 1.35, 0.92], [-0.13, 0.83, -0.24], [-0.10, -1.52, -0.50], [-0.24, 1.39, -1.48], [0.11, 2.39, 0.94], [0.06, 0.62, 1.73], [0.92, -1.49, -0.24], [-0.70, -1.77, 0.36], [-0.16, -1.78, -1.48]]
}

---

Pick i: it beats the second-best structure by 272.4 kJ/mol.

---

i | {
  "formula": "C6H18O2",
  "method": "wB97M-V/def2-TZVPD",
  "charge": 0,
  "smiles": "CCCC(C)C.O.O",
  "homo_energy_ev": -10.6,
  "homo_lumo_gap_ev": 11.050,
  "species": ["C", "C", "C", "C", "C", "C", "H", "H", "H", "H", "H", "H", "H", "H", "H", "H", "H", "H", "H", "H", "H", "H", "O", "H", "H", "O"],
  "coordinates": [[-1.03, -2.27, -0.24], [0.40, -1.69, -0.35], [0.91, -0.95, 0.90], [1.08, 0.56, 0.63], [1.47, 1.21, 1.97], [2.11, 0.92, -0.47], [-1.61, -1.74, 0.52], [-1.46, -2.38, -1.22], [-0.96, -3.23, 0.23], [0.54, -1.14, -1.27], [1.03, -2.57, -0.51], [1.84, -1.40, 1.26], [0.19, -0.97, 1.72], [0.12, 0.97, 0.31], [0.69, 1.23, 2.71], [1.90, 2.21, 1.81], [2.33, 0.73, 2.40], [2.52, 0.01, -0.91], [1.55, 1.38, -1.27], [2.98, 1.43, -0.05], [-3.02, 1.16, 0.86], [-2.68, 2.28, 0.06], [-3.14, 1.44, -0.06], [-1.77, 0.95, -2.28], [-1.24, -0.08, -1.29], [-1.02, 0.38, -2.11]]
}

---

ii | {
  "formula": "C6H18O2",
  "method": "wB97M-V/def2-TZVPD",
  "charge": 0,
  "smiles": "CCCC(C)C.O.O",
  "homo_energy_ev": -10.7,
  "homo_lumo_gap_ev": 11.163,
  "species": ["C", "C", "C", "C", "C", "C", "H", "H", "H", "H", "H", "H", "H", "H", "H", "H", "H", "H", "H", "H", "H", "H", "O", "H", "H", "O"],
  "coordinates": [[-1.91, -2.21, -0.26], [-0.88, -1.11, -0.53], [0.17, -1.01, 0.56], [1.59, -0.56, 0.11], [2.52, -0.26, 1.32], [2.20, -1.62, -0.82], [-2.65, -2.23, -1.07], [-1.55, -3.23, -0.16], [-2.55, -2.00, 0.61], [-1.34, -0.15, -0.76], [-0.42, -1.43, -1.47], [0.25, -2.00, 1.03], [-0.10, -0.29, 1.33], [1.40, 0.38, -0.42], [3.02, -1.16, 1.68], [1.99, 0.05, 2.22], [3.19, 0.48, 0.89], [2.11, -1.24, -1.87], [3.26, -1.80, -0.71], [1.53, -2.45, -1.02], [-1.79, 4.28, 1.28], [-2.94, 5.26, 0.73], [-2.72, 4.43, 1.18], [-0.98, 2.76, -1.52], [-1.94, 3.55, -0.75], [-1.47, 3.57, -1.59]]
}

---

Pick i: it beats the second-best structure by 13.1 kJ/mol.

---

i | {
  "formula": "C6H13N2O2",
  "method": "wB97M-V/def2-TZVPD",
  "charge": 1,
  "smiles": "CCC(=[NH2+])O/C(CC)=N\\O",
  "homo_energy_ev": -14.3,
  "homo_lumo_gap_ev": 10.429,
  "species": ["C", "C", "C", "C", "C", "C", "N", "N", "O", "O", "H", "H", "H", "H", "H", "H", "H", "H", "H", "H", "H", "H", "H"],
  "coordinates": [[-1.45, -0.23, -0.49], [1.37, -0.41, -0.71], [-2.84, 1.35, 0.88], [2.72, 0.45, 1.23], [-2.23, 1.05, -0.50], [2.45, 0.52, -0.25], [-1.96, -1.33, -0.42], [1.56, -1.67, -0.97], [-1.35, -2.55, -0.50], [0.16, 0.17, -0.68], [-2.34, 2.00, 1.55], [-3.70, 1.91, 0.65], [-3.10, 0.31, 1.30], [1.78, 0.90, 1.87], [3.67, 1.09, 1.32], [2.92, -0.57, 1.64], [-3.10, 0.83, -1.13], [-1.56, 1.81, -0.92], [3.33, 0.10, -0.73], [2.12, 1.60, -0.42], [-1.99, -3.19, -0.18], [1.01, -2.21, -1.76], [2.53, -1.94, -0.77]]
}

---

ii | {
  "formula": "C6H13N2O2",
  "method": "wB97M-V/def2-TZVPD",
  "charge": 1,
  "homo_energy_ev": -12.9,
  "homo_lumo_gap_ev": 10.048,
  "species": ["C", "C", "C", "C", "C", "C", "N", "N", "O", "O", "H", "H", "H", "H", "H", "H", "H", "H", "H", "H", "H", "H", "H"],
  "coordinates": [[-2.56, -0.73, 0.25], [0.30, -0.45, 0.63], [3.10, -0.36, -0.81], [-0.36, 2.20, -0.06], [2.71, -0.81, 0.61], [-0.96, 1.05, 0.71], [-3.40, -1.38, -0.58], [-1.99, 0.39, -0.03], [-0.26, -1.45, 0.28], [1.42, -0.06, 1.00], [-2.38, -1.27, 1.23], [3.37, 0.69, -0.77], [3.81, -1.01, -1.19], [2.22, -0.34, -1.58], [0.35, 1.73, -0.72], [-1.24, 2.70, -0.59], [0.11, 2.98, 0.65], [3.43, -0.53, 1.42], [2.50, -1.86, 0.69], [-1.12, 1.14, 1.70], [-3.47, -2.41, -0.40], [-3.42, -0.84, -1.45], [-2.15, 0.64, -0.96]]
}

---

Pick ii: it beats the second-best structure by 200.3 kJ/mol.